(1)
A structure of composition C39H45AsO3P2PtSTe. Source: the OMol25 dataset; level of theory: wB97M-V/def2-TZVPD.

Geometry (Å):
Pt: -0.13108 -0.64266 0.05841
C: 4.80469 1.86763 -2.73413
C: 4.25533 0.46282 -2.81315
O: 3.47370 0.23213 -1.63364
P: 2.59424 -1.09085 -1.44886
O: 1.98459 -0.91975 -0.06309
Te: 1.15472 -1.49910 -3.26974
O: 3.70984 -2.23514 -1.26574
C: 3.99646 -3.27821 -2.21266
C: 3.31806 -4.56492 -1.80311
H: 5.40719 2.08233 -3.61798
H: 5.43278 1.98652 -1.85044
H: 3.99142 2.59157 -2.68132
H: 5.06058 -0.27698 -2.85027
H: 3.61946 0.32917 -3.69222
H: 5.08231 -3.38017 -2.22108
H: 3.66358 -2.96858 -3.20443
H: 3.65770 -4.88436 -0.81736
H: 3.55189 -5.35382 -2.52008
H: 2.23645 -4.42492 -1.77872
C: 1.71863 5.76813 -2.58661
C: 1.13986 5.59254 -1.33670
C: 0.65215 4.35179 -0.95606
C: 0.74400 3.25610 -1.81532
C: 1.30398 3.45223 -3.07947
C: 1.79260 4.69260 -3.46089
C: 0.25433 1.90530 -1.47089
C: 0.26101 1.31483 -0.27573
C: 0.89343 1.91928 0.92711
C: 2.27098 2.15166 0.94517
C: 2.88755 2.66498 2.07631
C: 2.14490 2.96067 3.21249
C: 0.77541 2.73345 3.20661
C: 0.16275 2.20945 2.07779
H: 2.09783 6.73843 -2.88099
H: 1.06142 6.43023 -0.65476
H: 0.19118 4.22959 0.01532
H: 1.35973 2.60977 -3.76124
H: 2.23110 4.82006 -4.44312
H: -0.07872 1.32821 -2.32572
H: 2.85158 1.90962 0.06521
H: 3.95722 2.83605 2.06975
H: 2.62848 3.36577 4.09244
H: 0.18228 2.96033 4.08468
H: -0.90003 2.01673 2.08720
C: -4.46573 -3.87427 -2.07923
C: -5.15563 -3.13622 -1.12431
C: -4.50406 -2.14165 -0.41541
C: -3.15228 -1.88710 -0.64424
C: -2.46831 -2.61973 -1.60853
C: -3.12723 -3.61223 -2.32320
P: -2.32279 -0.50431 0.20694
C: -2.87875 -0.63745 1.93836
C: -3.01258 0.48567 2.75286
C: -3.28934 0.35066 4.10548
C: -3.43243 -0.91171 4.66250
C: -3.30201 -2.03641 3.85970
C: -3.02579 -1.90280 2.50698
C: -3.19786 0.89097 -0.56201
C: -4.27058 1.58154 -0.01027
C: -4.90008 2.58561 -0.73588
C: -4.47295 2.89287 -2.01758
C: -3.42611 2.17942 -2.58757
C: -2.79588 1.18217 -1.86510
H: -4.97725 -4.64952 -2.63531
H: -6.20335 -3.33317 -0.93675
H: -5.04962 -1.56204 0.32068
H: -1.42288 -2.41187 -1.81237
H: -2.58601 -4.17674 -3.07146
H: -2.90596 1.47593 2.33171
H: -3.39408 1.23359 4.72284
H: -3.65162 -1.01828 5.71714
H: -3.42075 -3.02471 4.28627
H: -2.90969 -2.78451 1.89091
H: -4.63666 1.33895 0.97779
H: -5.72943 3.12357 -0.29491
H: -4.96080 3.67998 -2.57775
H: -3.09764 2.40263 -3.59427
H: -1.99278 0.61102 -2.31621
C: 0.50726 -3.73291 3.88267
As: 1.13682 -2.72835 2.36435
C: 2.88180 -3.40835 1.94674
C: 1.37851 -0.94658 3.03920
S: -0.21835 -3.00605 0.74631
H: 1.20204 -3.61459 4.71333
H: 0.42217 -4.78336 3.61268
H: -0.47325 -3.34853 4.15782
H: 3.53406 -3.34073 2.81754
H: 3.27017 -2.80993 1.12503
H: 2.77926 -4.44360 1.62827
H: 2.03804 -1.01241 3.90536
H: 0.40976 -0.54362 3.33192
H: 1.82302 -0.32136 2.26796

Cartesian forces, eV/Å:
Pt 0.1 0.0 0.0
C 0.0 0.0 0.0
C 0.0 0.0 0.0
O 0.0 0.1 0.0
P 0.0 0.0 -0.1
O 0.0 0.0 0.0
Te 0.0 0.0 0.0
O 0.0 0.0 0.0
C 0.0 0.0 0.0
C 0.0 0.0 0.0
H 0.0 0.0 0.0
H 0.0 0.0 0.0
H 0.0 0.0 0.0
H 0.0 0.0 0.0
H 0.0 0.0 0.0
H 0.0 0.0 0.0
H 0.0 0.0 0.0
H 0.0 0.0 0.0
H 0.0 0.0 0.0
H 0.0 0.0 0.0
C 0.0 0.0 0.0
C 0.0 0.0 0.0
C 0.0 0.0 0.0
C 0.0 0.0 0.0
C 0.0 0.0 0.0
C 0.0 0.0 0.0
C 0.1 0.0 0.0
C 0.0 0.0 0.0
C 0.0 0.0 0.0
C 0.0 0.0 0.0
C 0.0 0.0 0.0
C 0.0 0.0 0.0
C 0.0 0.0 0.0
C 0.0 0.0 0.0
H 0.0 0.0 0.0
H 0.0 0.0 0.0
H 0.0 0.0 0.0
H 0.0 0.0 0.0
H 0.0 0.0 0.0
H 0.0 0.0 0.0
H 0.0 0.0 0.0
H 0.0 0.0 0.0
H 0.0 0.0 0.0
H 0.0 0.0 0.0
H -0.1 0.0 0.0
C 0.0 0.0 0.0
C 0.0 0.0 0.0
C 0.0 0.0 0.0
C 0.0 0.0 0.0
C 0.0 0.0 0.0
C 0.0 0.0 0.0
P -0.1 0.0 0.0
C 0.0 0.0 0.0
C 0.0 0.0 0.0
C 0.0 0.0 0.0
C 0.0 0.0 0.0
C 0.0 0.0 0.0
C 0.0 0.0 0.0
C 0.0 0.0 0.0
C 0.0 0.0 0.0
C 0.0 0.0 0.0
C 0.0 0.0 0.0
C 0.0 0.0 0.0
C 0.0 0.0 0.0
H 0.0 0.0 0.0
H 0.0 0.0 0.0
H 0.0 0.0 0.0
H 0.0 0.0 0.0
H 0.0 0.0 0.0
H 0.0 0.0 0.0
H 0.0 0.0 0.0
H 0.0 0.0 0.0
H 0.0 0.0 0.0
H 0.0 0.0 0.0
H 0.0 0.0 0.0
H 0.0 0.0 0.0
H 0.0 0.0 0.0
H 0.0 0.0 0.0
H 0.0 0.0 0.0
C 0.0 0.0 0.0
As 0.1 0.0 0.0
C 0.0 0.0 0.0
C -0.1 0.0 0.0
S 0.0 0.0 0.0
H 0.0 0.0 0.0
H 0.0 0.0 0.0
H 0.0 0.0 0.0
H 0.0 0.0 0.0
H 0.0 0.0 0.0
H 0.0 0.0 0.0
H 0.0 0.0 0.0
H 0.0 0.0 0.0
H 0.0 0.0 0.0

E_tot	-5443.0061	a.u.
orbital gap	0.2648	Eh

(2)
An isolated molecule of C6H10O in a non-equilibrium geometry. Source: the OMol25 dataset; level of theory: wB97M-V/def2-TZVPD.

Geometry (Å):
C: 0.60210 -0.37386 2.14323
C: 0.21739 0.18711 0.45864
O: -1.05305 -0.35363 0.95522
C: 0.74472 -0.68685 -0.72136
C: -0.21215 -0.39702 -1.86931
C: -0.81505 0.77292 -1.68330
C: -0.33882 1.44273 -0.38584
H: -0.03003 -1.13608 2.72268
H: 0.58124 0.51364 2.75715
H: 1.55906 -0.83431 2.00743
H: -1.12153 -1.25976 0.66580
H: 1.77239 -0.44812 -1.04569
H: 0.75946 -1.73172 -0.40440
H: -0.34562 -1.05280 -2.73178
H: -1.53434 1.21796 -2.37929
H: -1.16163 1.90452 0.16111
H: 0.37589 2.23528 -0.65028

Cartesian forces, eV/Å:
C 1.9 1.2 -0.8
C -1.6 -1.8 1.4
O -3.1 0.1 -2.4
C 0.0 -0.3 0.4
C 0.1 0.2 0.3
C 0.3 -0.1 0.3
C 0.3 0.0 0.7
H 0.3 1.1 -1.8
H 0.6 0.2 0.2
H 1.1 0.2 0.5
H -0.3 -0.5 -0.2
H -0.2 0.1 0.4
H 0.0 -0.2 -0.1
H 0.1 0.2 0.3
H 0.3 0.0 0.4
H 0.1 0.0 0.0
H 0.1 -0.3 0.3

E_tot	-309.7027	a.u.
SMILES	CC1(O)CC=CC1
orbital gap	0.3416	Eh

| no. | molecular weight (Da) | HOMO (eV) |
| --- | --- | --- |
| 1 | 1053.40 | -6.8443 |
| 2 | 98.14 | -8.3053 |